No. 1
Below is C5H8N2 in the gas phase at a distorted geometry, with properties calculated with ωB97M-V/def2-TZVPD.

Last column: Mulliken charge in e.
Element x y z (Å)
C 0.84243 -0.94087 2.04363  -0.9201
C 0.29446 -0.48499 0.72345  0.6470
N -0.98740 -0.42658 0.56395  -0.5508
C -1.43549 -0.11202 -0.78433  -0.3967
C -0.61012 1.05641 -1.23985  -0.2841
C 0.81425 0.77239 -1.08756  -0.1724
N 1.23824 -0.12605 -0.21219  -0.6024
H 0.03389 -1.25243 2.69880  0.3011
H 1.51918 -1.77995 1.87859  0.2844
H 1.41054 -0.13772 2.51244  0.2487
H -2.49953 0.12393 -0.76080  0.2980
H -1.29169 -0.98334 -1.43984  0.2356
H 0.05212 0.77615 -2.34377  0.1618
H -0.94925 2.07305 -1.05664  0.3468
H 1.56835 1.44203 -1.49588  0.4032

Relative energy (zero: lowest compared OMol25 entry of this formula, charge and spin) ... 272.3 kJ/mol
SMILES string ... CC1=NCCC=N1
2S+1 ... 1

No. 2
Below is C30H31Cl5IrO2P2Si as an isolated structure at a distorted geometry, with properties calculated with ωB97M-V/def2-TZVPD.

Last column: Mulliken charge in e.
Element x y z (Å)
Ir -0.69398 1.15265 0.83961  0.7118
C -0.84020 2.89551 -2.12865  -1.1454
P -2.03940 2.12255 -0.98591  0.8388
C -3.16204 1.26892 -2.14718  -0.9820
C -3.03779 3.57234 -0.41278  -0.7825
C -2.23183 4.47111 0.51946  -0.9711
P -1.36088 3.46317 1.81508  0.9805
C -0.42479 4.73203 2.73772  -0.9531
C -2.74174 3.10764 2.96827  -1.2772
H -1.34556 3.51284 -2.87147  0.4822
H -0.28467 2.09841 -2.61966  0.1364
H -0.13494 3.49856 -1.55800  0.3258
H -3.54449 1.96654 -2.88812  0.4450
H -3.99064 0.81744 -1.60601  0.3934
H -2.58984 0.48419 -2.63503  0.1345
H -3.91347 3.17989 0.10939  0.4076
H -3.39862 4.13445 -1.27731  0.5776
H -2.88221 5.20786 1.00198  0.5941
H -1.47503 5.01834 -0.04468  0.4258
H -1.09179 5.51775 3.08910  0.4129
H 0.34624 5.16086 2.10179  0.3780
H 0.04846 4.24591 3.58705  0.1238
H -3.31102 4.01860 3.15670  0.4730
H -2.32167 2.74184 3.90321  0.2842
H -3.39275 2.33744 2.55402  0.3519
Cl 1.44139 -2.45500 6.89949  -0.1736
C 0.95211 -1.28317 5.75787  0.4903
C 0.63765 -1.66192 4.44865  -0.2842
Cl 0.70219 -3.30997 3.99024  -0.1605
C 0.26796 -0.70103 3.52824  0.5183
Cl -0.20604 -1.13097 1.93791  -0.1164
C 0.22814 0.68211 3.84028  -0.4229
O -0.06159 1.56389 2.96506  -1.0380
C 0.50654 1.02199 5.19204  0.6485
Cl 0.40732 2.66958 5.64040  -0.2406
C 0.84979 0.06378 6.13069  -0.0901
Cl 1.13775 0.51945 7.75747  -0.1582
O -0.13081 0.04298 -1.02939  0.2401
Si 0.60060 -1.25007 -1.53005  -0.7951
C 1.11978 -1.12254 -3.37377  0.4036
C 0.13688 -0.77594 -4.28822  -0.2342
C 0.42989 -0.69775 -5.63872  -0.7265
C 1.71802 -0.95074 -6.07640  -0.4725
C 2.71159 -1.26694 -5.16572  -0.7582
C 2.41014 -1.36979 -3.81427  -0.1650
C 2.21765 -1.46712 -0.51218  0.6570
C 2.43642 -2.58677 0.27041  -0.2816
C 3.57649 -2.66239 1.05527  -0.6369
C 4.49347 -1.62502 1.05218  -0.5802
C 4.26850 -0.50319 0.27348  -0.8141
C 3.12793 -0.42465 -0.51030  -0.1637
C -0.37145 -2.88318 -1.36146  0.4656
C 0.15814 -4.06128 -1.87790  -0.1840
C -0.49872 -5.26563 -1.69198  -0.7113
C -1.69596 -5.30215 -0.99659  -0.5485
C -2.23989 -4.13012 -0.49729  -0.7338
C -1.58046 -2.92616 -0.68071  -0.1856
H -0.85927 -0.55659 -3.93715  0.2180
H -0.34489 -0.44071 -6.34731  0.4208
H 1.94653 -0.89063 -7.13080  0.3870
H 3.72146 -1.44754 -5.50455  0.4129
H 3.18509 -1.63985 -3.11045  0.4134
H 1.72864 -3.40169 0.27017  0.4090
H 3.74228 -3.54012 1.66138  0.4632
H 5.38216 -1.69072 1.66031  0.4131
H 4.97776 0.31108 0.26821  0.4436
H 2.95104 0.44760 -1.12025  0.4277
H 1.09252 -4.04185 -2.42188  0.4582
H -0.07306 -6.17399 -2.09149  0.4158
H -2.20433 -6.24344 -0.84697  0.3995
H -3.17848 -4.15574 0.03574  0.4273
H -2.00424 -2.01293 -0.28830  0.1766

Relative energy (zero: lowest compared OMol25 entry of this formula, charge and spin) ... 117.9 kJ/mol
2S+1 ... 1
Total charge ... +1

No. 3
Below is C5H7NS2 in the gas phase at a distorted geometry, with properties calculated with ωB97M-V/def2-TZVPD.

Last column: Mulliken charge in e.
Element x y z (Å)
S -1.45194 -2.01616 0.69113  -0.1911
C -0.25359 -0.88286 0.96029  -0.7445
C 0.35231 -0.15486 -0.08256  1.3226
C -0.86370 0.83264 -0.40488  -0.4446
S -0.80670 2.32001 -0.45678  -0.3161
C 1.57409 0.70966 0.31853  -0.7844
N 2.41505 -0.27714 -0.28564  -0.4202
C 1.20563 -0.90872 -0.92487  -0.3328
H -0.24891 -0.70395 2.03776  0.2605
H -1.64958 0.32831 -0.75705  0.4226
H 1.93878 0.87453 1.47959  0.1797
H 1.67368 1.77717 0.04306  0.3095
H 3.29761 -0.07268 -0.84353  0.2347
H 1.09661 -0.56714 -1.94954  0.2588
H 1.03631 -2.13299 -0.95929  0.2452

Relative energy (zero: lowest compared OMol25 entry of this formula, charge and spin) ... 467.0 kJ/mol
SMILES string ... S=CC1(C=S)CNC1
2S+1 ... 1

Which of these has the lowest relative energy (zero: lowest compared OMol25 entry of this formula, charge and spin)? C30H31Cl5IrO2P2Si

Look up the relative energy (zero: lowest compared OMol25 entry of this formula, charge and spin) of the first one. 272.3 kJ/mol

The highest relative energy (zero: lowest compared OMol25 entry of this formula, charge and spin) belongs to which entry? C5H7NS2